C4H8N2O | ωB97M-V/def2-TZVPD

Structure (XYZ):
```
15
Properties=species:S:1:pos:R:3:forces:R:3
C -1.005675 -1.074067 -0.569887 -0.008 -0.065 -0.019
C -0.533407 0.064046 0.344994 -0.072 0.050 -0.215
O -0.248269 -0.420881 1.633057 0.166 0.038 0.131
C -1.630549 1.060789 0.456133 -0.792 0.774 0.060
N -2.481179 1.842316 0.522610 0.868 -0.797 -0.096
C 0.710341 0.767888 -0.255892 -0.117 0.133 -0.005
N 1.887561 -0.003286 0.134431 0.107 -0.093 -0.282
H -1.722931 -1.703483 -0.038466 0.045 0.141 -0.062
H -0.160408 -1.704587 -0.869174 -0.107 0.110 0.092
H -1.476536 -0.666072 -1.470281 0.080 -0.102 0.125
H 0.707934 -0.286914 1.761199 -0.104 -0.123 -0.005
H 0.813821 1.771173 0.171976 -0.068 -0.162 -0.073
H 0.548988 0.871685 -1.340241 0.091 -0.017 0.202
H 2.737401 0.419751 -0.221313 -0.090 0.081 0.144
H 1.852909 -0.938357 -0.259146 0.000 0.031 0.003
```
Forces are in eV/Å.

2S+1: 1
Structure (SMILES): C[C@](O)(C#N)CN
DFT total energy in Ha: -341.950308
LUMO energy in eV: 0.6
Largest force on an atom in eV/Å: 1.2
Relative energy (zero: lowest compared OMol25 entry of this formula, charge and spin) in kJ/mol: 140.0

Here are the Löwdin charges for atoms 1 to 5, given in e: atom 1 (C): -0.02, atom 2 (C): -0.58, atom 3 (O): 0.00, atom 4 (C): -0.15, atom 5 (N): 0.17



C4H8N2O | ωB97M-V/def2-TZVPD

Structure (XYZ):
```
15
Properties=species:S:1:pos:R:3:forces:R:3
C 0.629201 1.649509 0.380137 -0.130 4.861 3.845
C 0.138052 -0.214578 -0.177569 -3.005 -0.701 -2.396
C -1.399499 0.111321 -0.254373 1.007 -5.656 0.888
C -2.312390 -0.911910 -0.029513 1.705 0.373 0.206
H -0.522969 1.820247 0.929068 2.946 -0.915 -1.917
H 0.855665 2.742270 0.038005 0.279 -1.723 1.347
H 1.260220 1.128935 1.212706 -0.791 1.838 -0.941
H -1.541822 1.060277 -0.707133 -0.824 0.571 -0.021
H -2.123613 -2.064063 0.284629 0.084 3.299 -0.692
H -3.348679 -0.637879 -0.112060 -0.384 -0.139 -0.193
H 2.431340 -2.206538 -0.335977 -0.929 -0.323 0.842
H 2.435311 -0.717864 -0.614579 0.264 2.334 -1.288
N 0.660371 -1.331080 0.110195 -0.202 1.119 -0.430
N 2.027138 -1.334272 0.013022 1.239 -2.292 0.792
O 0.811670 0.905619 -0.736562 -1.256 -2.646 -0.043
```
Forces are in eV/Å.

2S+1: 1
DFT total energy in Ha: -341.797561
LUMO energy in eV: 1.0
Largest force on an atom in eV/Å: 6.2
Relative energy (zero: lowest compared OMol25 entry of this formula, charge and spin) in kJ/mol: 541.1

Here are the Löwdin charges for atoms 1 to 5, given in e: atom 1 (C): -0.22, atom 2 (C): -0.42, atom 3 (C): -0.10, atom 4 (C): 0.01, atom 5 (H): 0.16



C4H8N2O | ωB97M-V/def2-TZVPD

Structure (XYZ):
```
15
Properties=species:S:1:pos:R:3:forces:R:3
H -0.659276 2.120095 -0.941681 -0.580 -0.189 -0.139
N -1.005817 1.616210 -0.097000 1.186 0.782 0.299
N -2.180363 1.324713 -0.030394 -1.543 -0.377 0.250
H -2.801384 1.567338 -0.833554 0.628 0.193 -0.147
C -0.223019 -1.245316 1.539302 0.203 0.079 0.060
C 0.904659 -0.844727 0.969588 0.145 -0.014 0.303
C 1.026205 -0.283273 -0.373348 -0.432 -0.289 -0.762
C 0.142204 -0.473849 -1.358539 0.759 -0.151 0.132
O 2.140883 0.466200 -0.625419 0.089 0.094 0.138
H -1.172767 -1.156261 1.047252 -0.263 0.061 -0.187
H -0.231081 -1.648762 2.537413 0.063 -0.081 0.153
H 1.839312 -0.904326 1.524790 -0.046 -0.081 0.049
H 0.310843 -0.050948 -2.331888 0.058 0.153 -0.210
H -0.721528 -1.090347 -1.219524 -0.198 -0.189 0.129
H 2.631130 0.603254 0.193002 -0.069 0.007 -0.067
```
Forces are in eV/Å.

2S+1: 1
Structure (SMILES): [H]/N=N\[H].C=CC(=C)O
DFT total energy in Ha: -341.839756
LUMO energy in eV: 0.9
Largest force on an atom in eV/Å: 1.6
Relative energy (zero: lowest compared OMol25 entry of this formula, charge and spin) in kJ/mol: 430.3

Here are the Löwdin charges for atoms 1 to 5, given in e: atom 1 (H): 0.07, atom 2 (N): -0.03, atom 3 (N): -0.03, atom 4 (H): 0.06, atom 5 (C): 0.03



C4H8N2O | ωB97M-V/def2-TZVPD

Structure (XYZ):
```
15
Properties=species:S:1:pos:R:3:forces:R:3
C 0.491913 0.856909 0.548229 -1.776 0.115 -1.931
N -2.014391 0.727763 -0.945645 0.122 0.885 -0.057
N 0.857874 -1.806167 -0.685813 -0.713 -0.076 -0.001
C 0.825089 -0.299693 1.218502 -0.394 -1.743 0.470
C 0.603873 -1.530764 0.625703 1.787 0.651 0.549
C 0.828989 2.077846 0.224587 -0.230 -0.053 -0.306
O -1.099459 0.117110 -0.109858 1.057 0.596 0.891
H -2.878471 0.900642 -0.424463 0.341 -0.243 -0.212
H -2.196063 0.126989 -1.749881 0.096 0.068 0.283
H 0.475678 -2.668062 -1.044399 -0.003 0.062 0.033
H 0.727819 -1.025622 -1.313814 0.051 0.036 0.001
H 0.883551 -0.239188 2.294944 -0.155 -0.176 0.115
H 0.521672 -2.405019 1.259118 -0.018 -0.058 0.008
H 1.841994 2.431166 0.375254 -0.055 -0.045 0.202
H 0.129932 2.736089 -0.272464 -0.111 -0.020 -0.046
```
Forces are in eV/Å.

2S+1: 1
DFT total energy in Ha: -341.788020
LUMO energy in eV: 1.0
Largest force on an atom in eV/Å: 2.6
Relative energy (zero: lowest compared OMol25 entry of this formula, charge and spin) in kJ/mol: 566.1

Here are the Löwdin charges for atoms 1 to 5, given in e: atom 1 (C): -0.16, atom 2 (N): -0.05, atom 3 (N): 0.09, atom 4 (C): -0.13, atom 5 (C): -0.17



C4H8N2O | ωB97M-V/def2-TZVPD

Structure (XYZ):
```
15
Properties=species:S:1:pos:R:3:forces:R:3
C -1.191670 0.452220 1.127684 0.142 -0.228 -0.196
C 0.971766 -0.237470 -0.116900 0.079 -0.779 -0.013
C -0.527343 -0.035962 -0.141234 0.196 -1.034 0.386
N 1.991561 0.689591 -0.308331 0.082 0.244 -0.081
N -1.059524 0.546041 -1.283824 -0.039 -0.122 -0.212
C 0.817301 -1.568289 -0.046309 0.317 1.046 -0.038
O -0.551844 -1.659272 -0.089982 -0.700 0.971 -0.022
H 2.919628 0.290499 -0.284977 -0.099 0.029 0.057
H 1.928769 1.499973 0.292761 0.064 -0.058 0.017
H -0.617171 0.235920 -2.138766 -0.068 -0.001 0.056
H -2.068778 0.505922 -1.341270 0.090 -0.006 -0.006
H 1.452020 -2.434663 0.031516 0.025 -0.112 -0.011
H -1.039207 1.527091 1.218928 -0.014 0.029 0.039
H -2.260370 0.246715 1.094336 -0.086 0.026 -0.008
H -0.765140 -0.058316 1.986367 0.011 -0.006 0.031
```
Forces are in eV/Å.

2S+1: 1
DFT total energy in Ha: -341.909065
LUMO energy in eV: 1.0
Largest force on an atom in eV/Å: 1.2
Relative energy (zero: lowest compared OMol25 entry of this formula, charge and spin) in kJ/mol: 248.3

Here are the Löwdin charges for atoms 1 to 5, given in e: atom 1 (C): -0.01, atom 2 (C): -0.29, atom 3 (C): -0.47, atom 4 (N): 0.09, atom 5 (N): 0.13



C4H8N2O | ωB97M-V/def2-TZVPD

Structure (XYZ):
```
15
Properties=species:S:1:pos:R:3:forces:R:3
C -1.402869 0.096354 -0.174893 -0.961 -2.220 -1.437
C -0.051018 0.337374 -0.692347 0.539 -3.310 -0.597
C 0.602899 1.515490 -0.140884 1.173 -0.043 0.075
C 2.109673 -0.485466 0.323483 0.225 -3.435 -2.856
H -1.104485 -1.398132 1.267907 -0.987 -0.666 -4.914
H -2.499429 -1.568888 0.352785 0.558 0.037 -0.856
H -2.049130 0.439409 -1.000629 -0.458 -0.094 0.681
H -1.585629 0.516578 0.781289 -0.298 1.232 0.468
H 0.098410 -0.382792 -1.627445 0.409 2.413 1.692
H -0.007381 1.922082 0.672115 0.486 1.553 -1.044
H 1.390441 1.943591 -0.796998 -0.693 0.418 1.084
H 2.991586 -0.344537 1.227600 -2.539 -0.185 -2.696
N -1.524027 -1.413058 0.010749 0.271 1.063 5.777
N 0.908809 0.185078 0.406695 0.529 0.693 0.821
O 2.122157 -1.363080 -0.609422 1.745 2.543 3.802
```
Forces are in eV/Å.

2S+1: 1
DFT total energy in Ha: -341.803073
LUMO energy in eV: 0.8
Largest force on an atom in eV/Å: 5.9
Relative energy (zero: lowest compared OMol25 entry of this formula, charge and spin) in kJ/mol: 526.6

Here are the Löwdin charges for atoms 1 to 5, given in e: atom 1 (C): -0.31, atom 2 (C): -0.31, atom 3 (C): -0.05, atom 4 (C): -0.26, atom 5 (H): 0.20